No. 1
29
Properties=species:S:1:pos:R:3 method="wB97M-V/def2-TZVPD" orbital_gap_ev="5.8 / 5.8" lumo_ev="0.854 / -2.773" multiplicity=3
H -3.264 1.363 1.883
C 0.265 -0.694 0.147
H -3.075 1.566 -1.703
H -0.190 -2.505 -1.968
C 0.179 -1.525 -2.137
C 2.451 0.132 1.170
H 2.854 0.449 2.195
C -2.166 1.219 0.112
H -0.991 1.271 -1.398
H 0.832 -1.479 -2.915
N -3.278 1.396 -0.640
H 1.774 -0.592 -1.045
O -2.186 -1.298 0.064
O -0.611 -2.733 0.819
H 0.913 -1.022 2.087
N -2.349 1.099 1.408
C -1.085 -1.690 0.389
C 1.011 -0.255 1.321
H 0.441 0.507 1.819
H 1.879 1.656 -0.212
N 0.828 -0.942 -1.003
H 3.636 1.756 0.430
N -0.949 1.299 -0.364
H -3.919 0.581 -0.538
H -1.542 0.636 1.835
C 2.832 1.008 0.106
H 3.025 -0.804 1.141
H 3.303 0.508 -0.698
H -0.619 -0.908 -2.305

---

No. 2
24
Properties=species:S:1:pos:R:3 method="wB97M-V/def2-TZVPD" orbital_gap_ev=10.3 lumo_ev=0.957 smiles="C/C=C/CCCC.O"
H -0.733 0.180 2.364
H 0.311 -2.083 1.759
C -1.301 1.709 0.110
C -1.372 2.655 -1.047
H -0.445 3.221 -1.259
H 3.593 -1.246 0.374
C 2.682 -1.492 0.930
H -2.133 3.448 -0.937
C -0.001 0.053 1.558
O -1.451 -0.761 -2.410
H -0.764 -1.421 0.270
H -1.674 2.065 -1.905
H 2.559 -0.630 1.607
C -0.161 1.100 0.479
H 0.714 1.448 -0.042
H 2.938 -2.455 1.347
H 1.456 -0.730 -0.621
H 0.957 0.262 2.034
C 1.380 -1.542 0.109
H 1.293 -2.499 -0.395
H -2.182 1.536 0.723
C 0.096 -1.373 0.941
H -0.787 -0.414 -3.018
H -1.117 -0.499 -1.543

---

No. 3
24
Properties=species:S:1:pos:R:3 method="wB97M-V/def2-TZVPD" orbital_gap_ev=8.8 lumo_ev=0.892
C -0.356 -1.501 1.090
H 1.277 1.711 1.494
H 3.713 0.444 -0.480
H -1.309 -1.235 1.543
C -0.758 0.499 -0.452
H -2.733 0.226 -1.840
H -0.674 2.124 0.987
C 1.699 0.241 0.293
H -0.394 1.018 -1.336
H -1.974 -1.395 -1.801
H -2.150 2.020 0.123
H 2.415 0.557 -1.697
C 0.014 -0.648 -0.091
H 0.262 -1.260 -0.958
H -2.897 -0.798 -0.392
H 0.359 -1.455 1.912
O 1.784 1.591 0.684
C -2.246 -0.520 -1.217
H 2.009 -0.350 1.168
H -1.837 0.846 1.395
C -1.378 1.400 0.579
C 2.742 0.046 -0.789
H -0.425 -2.550 0.806
H 2.856 -1.012 -1.020

---

No. 4
27
Properties=species:S:1:pos:R:3 method="wB97M-V/def2-TZVPD" orbital_gap_ev=9.3 lumo_ev=-2.943 charge=+1
C -1.805 -1.621 0.925
S 1.259 -1.607 -0.153
H 3.795 -1.118 0.016
H 3.731 1.024 0.145
S -1.432 0.328 -1.803
H -2.778 1.536 1.250
H -0.956 -2.281 1.016
H -2.670 -2.053 0.448
H 3.265 -2.247 -1.308
C 2.973 -0.069 -1.614
H -3.236 0.066 -3.305
C 3.002 -1.347 -0.746
H 0.882 0.033 1.608
H -1.163 2.367 1.133
H 3.407 1.983 -1.341
C 3.007 1.196 -0.712
C -1.711 1.393 1.264
H -3.261 -1.394 -2.168
H -3.778 0.161 -1.464
H 3.927 0.003 -2.191
H -2.259 -1.237 1.915
H 2.119 -0.042 -2.325
P -1.143 0.022 0.179
H -1.322 1.165 2.295
C -3.135 -0.239 -2.243
C 0.664 0.036 0.446
S 1.269 1.588 -0.221

---

No. 5
27
Properties=species:S:1:pos:R:3 method="wB97M-V/def2-TZVPD" orbital_gap_ev=10.0 lumo_ev=0.646 smiles=CCCCNB[C@H](Br)CC
C -0.133 -0.574 -3.344
C -0.725 0.501 1.983
C 0.185 1.124 0.929
H 0.630 -2.471 -4.077
H 0.116 -1.001 4.073
H 0.562 1.522 3.392
H -0.897 -1.994 -4.813
H 0.129 2.222 0.990
C -0.332 -1.989 -3.877
C -0.406 1.004 3.400
H -1.765 0.724 1.716
H 1.245 -1.354 -1.884
H -1.009 -0.269 -2.758
Br 2.728 -0.263 -3.523
B 0.980 0.709 -1.349
C 1.102 -0.420 -2.442
N -0.129 0.629 -0.423
H -1.143 1.759 3.694
H -0.041 0.133 -4.174
H 0.152 0.209 5.357
H -0.871 -2.618 -3.162
H -0.627 -0.590 1.929
C -0.381 -0.103 4.455
H -0.990 1.060 -0.743
H 1.222 0.856 1.160
H 1.790 1.590 -1.263
H -1.392 -0.395 4.755

---

No. 6
28
Properties=species:S:1:pos:R:3 method="wB97M-V/def2-TZVPD" orbital_gap_ev=7.6 lumo_ev=2.974 charge=-1
O -0.122 0.156 -1.481
H 2.007 1.008 -3.555
C -0.432 -1.552 1.397
H -0.579 2.101 0.937
H 1.585 1.247 -0.804
H -0.591 -1.776 0.242
C 0.718 1.363 -1.587
H -2.771 -0.401 0.404
H 4.260 -2.340 0.975
S 3.132 -2.967 0.399
Cl 2.067 -2.341 4.310
H -3.057 1.417 0.001
C -1.557 0.476 -1.433
H 0.060 0.109 2.913
H 0.036 2.269 -1.217
C -2.197 0.591 0.072
H -1.762 1.412 -2.121
H -1.452 -1.783 1.972
C -1.164 1.112 1.232
C 1.206 1.736 -3.107
H 1.648 2.842 -3.057
H -2.117 -0.435 -1.963
C -0.062 0.008 1.734
H 0.292 1.769 -3.839
H 1.015 0.247 1.279
H -1.813 1.398 2.177
H 0.418 -4.642 2.092
In 1.231 -3.024 2.029

---

No. 7
25
Properties=species:S:1:pos:R:3 method="wB97M-V/def2-TZVPD" orbital_gap_ev="5.0 / 6.1" lumo_ev="4.259 / 4.167" multiplicity=2 charge=-1
H 3.178 -0.785 -2.799
H -2.213 2.130 -0.291
H 1.696 1.919 0.696
H 0.150 0.535 2.118
H -1.867 -1.511 0.643
C -1.745 0.093 -0.802
H 3.251 -1.399 -3.209
N 0.692 -0.732 -0.652
C -2.495 1.126 0.036
H 2.231 -1.064 0.647
H 0.121 -1.245 2.011
C 2.266 1.010 0.462
H -3.186 -1.513 -0.548
H -1.505 -2.041 -0.982
H 3.066 0.996 1.216
H 0.077 1.253 -1.194
C -2.111 -1.337 -0.412
C 0.756 -0.359 1.928
H 2.724 1.114 -0.524
C 1.441 -0.287 0.545
C -0.238 0.301 -0.735
H -2.209 1.000 1.079
H 1.537 -0.442 2.694
H -3.585 1.029 -0.058
H -2.034 0.210 -1.868

---

No. 8
25
Properties=species:S:1:pos:R:3 method="wB97M-V/def2-TZVPD" orbital_gap_ev=9.5 lumo_ev=1.138 smiles=CCCCCN(C)C
H 0.566 -3.483 1.459
H -0.864 -2.730 -1.282
H -0.992 1.331 1.139
C 0.823 1.298 -0.059
H -0.672 1.481 -1.629
H 0.792 -2.039 2.337
H 0.562 4.068 -0.637
C 0.145 -2.580 -0.862
H 1.436 1.971 0.531
C -0.786 -0.658 0.299
H -1.098 -0.473 -0.733
H -1.713 -0.897 0.837
H -0.895 3.887 -1.634
C 0.174 -2.469 1.564
H 0.309 0.363 1.809
H 0.929 2.146 -2.010
H 1.482 0.523 -0.453
H 0.512 -3.576 -0.647
C 0.176 2.043 -1.234
C -0.299 3.442 -0.836
H -0.808 -2.590 2.056
H 0.747 -2.178 -1.678
H -0.952 3.393 0.038
N 0.181 -1.742 0.322
C -0.189 0.633 0.880

---

No. 9
25
Properties=species:S:1:pos:R:3 method="wB97M-V/def2-TZVPD" orbital_gap_ev=9.5 lumo_ev=0.949
C -1.668 1.649 1.188
H -1.891 0.961 2.014
C -2.831 -0.233 -0.149
H 3.255 0.376 -1.638
H 3.666 -0.047 -0.026
H -3.910 -0.313 -0.396
H 4.292 -1.026 -1.342
C 2.132 -1.327 -0.967
C -2.649 1.270 0.061
H 0.580 -2.212 0.252
H 1.202 -0.689 0.871
H -1.871 2.659 1.516
H -2.279 -0.623 -1.014
H -0.435 0.339 0.225
C 3.406 -0.502 -1.007
C -0.196 1.481 0.716
H 0.453 1.608 1.592
H -2.640 -0.917 0.673
H 2.333 -2.301 -1.454
C 1.488 -1.649 0.416
H 2.096 -2.160 1.154
H 1.330 -0.810 -1.479
H -2.429 1.646 -0.948
H -3.589 1.787 0.226
N 0.157 1.034 -0.482

---

No. 10
25
Properties=species:S:1:pos:R:3 method="wB97M-V/def2-TZVPD" orbital_gap_ev=4.0 lumo_ev=-2.532
N 2.543 -0.300 -0.446
H 3.723 0.535 -1.848
H -2.120 -1.380 1.613
H 2.339 -0.360 2.074
C 1.247 -0.318 0.223
H -1.458 0.285 1.999
C -1.691 -0.476 1.231
C 0.548 1.050 0.218
H 2.099 0.570 -2.344
C -2.592 0.055 0.225
H -3.269 -1.035 -1.708
H 1.599 -1.977 1.476
H -0.509 0.738 0.402
H -2.021 0.241 -2.115
H 0.927 1.693 1.023
C 1.486 -0.906 1.598
H -1.645 -1.291 -1.171
C -2.353 -0.479 -1.379
H 2.765 1.771 -1.195
H -3.663 -0.173 0.312
H -2.630 1.157 0.046
H 0.639 1.545 -0.753
H 0.739 -0.704 2.349
H 0.577 -0.938 -0.398
C 2.721 0.698 -1.433

---

No. 11
25
Properties=species:S:1:pos:R:3 method="wB97M-V/def2-TZVPD" orbital_gap_ev="8.1 / 6.8" lumo_ev="-6.232 / -7.443" multiplicity=2 charge=+1
H 2.456 1.627 2.559
H -1.324 -1.323 -1.105
H 2.216 -1.247 1.820
H 1.524 -0.681 -1.786
C -2.354 -1.524 -0.812
H -2.164 0.277 -0.167
H -0.564 1.482 -1.343
C 1.369 -1.107 1.106
H 1.425 2.393 1.218
C 0.174 0.968 -0.722
H 1.440 1.085 -0.654
H 0.557 -1.892 1.329
C 1.267 0.411 -1.675
H 1.511 0.867 -2.656
H -2.989 0.533 -1.691
H 0.400 0.266 2.384
C 0.835 0.337 1.409
H -2.255 -1.974 0.185
H 2.781 1.215 0.867
C -3.008 -0.132 -0.721
H 1.775 -1.132 0.084
H -2.655 -2.395 -1.537
H -4.009 -0.035 -0.175
C 1.908 1.446 1.528
N -0.314 0.537 0.553

---

No. 12
28
Properties=species:S:1:pos:R:3 method="wB97M-V/def2-TZVPD" orbital_gap_ev=9.7 lumo_ev=0.868 smiles="C/C=C/P(=O)(N(C)C)N(C)C"
C 2.551 -0.236 -0.578
C -0.975 -2.415 0.592
C 1.516 -0.371 0.233
H 0.038 -2.327 1.109
H -0.752 2.602 -1.684
O -0.251 -0.003 -2.049
H -0.833 0.740 2.030
H 3.770 -1.731 0.265
H -2.844 -0.045 -1.038
H -1.696 2.245 1.799
H -1.802 -2.708 1.248
H -0.982 -3.069 -0.359
N -1.358 -1.107 0.160
H -1.950 3.181 -0.623
C -2.579 -1.081 -0.603
H -0.218 3.481 -0.376
H 4.740 -0.639 -0.906
H -3.399 -1.457 -0.087
H -2.520 -1.728 -1.456
C -0.826 1.718 1.495
H 0.129 2.325 1.980
H 4.335 -0.129 0.653
C -0.880 2.703 -0.685
C 3.885 -0.674 -0.095
P -0.329 -0.024 -0.587
H 2.480 0.023 -1.720
N -0.870 1.428 0.054
H 1.619 -0.701 1.229

---

No. 13
27
Properties=species:S:1:pos:R:3 method="wB97M-V/def2-TZVPD" orbital_gap_ev="7.2 / 7.0" lumo_ev="-4.489 / -4.616" charge=+1
H -1.209 -2.897 0.446
H 0.041 -1.465 1.794
H -2.838 -1.417 -0.005
H 2.740 0.678 1.007
H 1.208 1.770 1.149
H 0.849 1.655 -1.316
H 0.098 -2.266 -0.528
C -1.985 -1.530 -0.774
N -0.503 -1.114 1.090
C -0.193 1.911 -0.843
C 3.186 -0.068 0.393
H -0.077 2.526 -0.003
H -0.449 1.863 1.886
H 4.083 0.262 -0.044
H 3.245 -1.046 0.933
H -2.382 -2.261 -1.505
C 0.330 1.193 1.570
N -0.964 0.728 -0.376
C -0.770 -2.028 0.032
S 1.985 -0.587 -0.945
H -0.631 -0.445 -2.082
H -2.353 0.146 -1.964
H -1.754 1.184 0.021
C -1.527 -0.192 -1.403
C -0.112 0.161 0.683
H 0.715 0.845 2.530
H -0.733 2.396 -1.747

---

No. 14
27
Properties=species:S:1:pos:R:3 method="wB97M-V/def2-TZVPD" orbital_gap_ev=5.6 lumo_ev=3.119 charge=-1
N 2.000 0.378 2.007
H 2.142 3.855 -0.727
C -2.060 -0.395 1.019
H -1.313 0.115 1.636
H 3.052 3.345 1.511
H 0.753 2.202 -1.975
H 2.389 1.570 -1.780
H -3.174 -1.267 -1.631
C -1.535 -3.375 0.768
H 1.078 0.954 -0.778
Si -1.185 -1.700 -0.089
H -1.192 -4.177 0.104
H -0.966 -3.448 1.701
H 0.833 -0.712 0.190
H -2.595 -3.550 0.988
H 3.774 2.282 0.304
C 1.779 2.954 -0.224
N 0.407 -1.394 -0.428
C 1.482 1.856 -1.242
H 0.865 3.230 0.306
H -2.509 -2.870 -1.924
C -2.238 -1.835 -1.687
H -2.573 0.353 0.404
H -1.638 -1.436 -2.509
H -2.814 -0.830 1.686
C 2.400 1.360 1.562
C 2.839 2.536 0.809

---

No. 15
27
Properties=species:S:1:pos:R:3 method="wB97M-V/def2-TZVPD" orbital_gap_ev=7.1 lumo_ev=-5.473 charge=+1
C -1.071 1.865 -0.612
H 0.789 0.871 1.981
H -0.905 -2.141 -0.266
H 4.153 0.793 0.692
C -1.895 -1.818 -0.586
H 2.644 -0.902 1.080
C -0.843 0.363 -0.703
C 2.710 -0.683 0.009
H 4.638 -0.046 -0.776
H -0.639 0.099 -1.746
C 3.793 0.381 -0.246
H -1.925 2.153 -1.223
C 0.412 -0.038 0.096
Si -3.540 0.185 0.264
H -1.975 -1.997 -1.661
H -4.480 -0.875 0.563
H 0.728 -0.881 2.045
H -1.226 2.177 0.418
H 3.391 1.188 -0.851
H -3.793 1.593 0.470
H 2.976 -1.606 -0.514
H -0.774 0.040 1.899
C 0.268 -0.005 1.594
H -0.197 2.384 -0.997
N 1.457 -0.294 -0.563
N -2.051 -0.388 -0.294
H -2.644 -2.419 -0.075

---

No. 16
27
Properties=species:S:1:pos:R:3 method="wB97M-V/def2-TZVPD" orbital_gap_ev=7.4 lumo_ev=-5.139 charge=+1
H 1.256 -2.008 -0.572
H -2.760 -0.019 0.617
C 1.133 -0.925 -0.144
C -2.431 1.806 1.670
C -0.433 -0.711 0.034
H -3.241 1.481 2.209
N 1.605 0.116 -1.042
H -2.755 2.756 1.234
H 1.643 0.672 -3.011
C 1.416 -0.214 -2.493
H 2.141 -0.986 -2.963
H -2.059 -1.620 -0.875
H -2.407 1.471 -0.381
H 2.718 1.709 0.842
H -2.253 -1.940 0.803
H 1.636 -1.798 1.917
Si 2.265 1.587 -0.592
H 2.918 -1.000 0.740
C -1.417 -1.877 0.029
H 2.143 2.538 -1.531
C 1.962 -0.960 1.228
H -0.879 -2.839 0.009
H 1.812 -0.029 1.772
N -0.790 0.438 0.358
H 0.490 -0.509 -2.771
H -1.592 1.955 2.364
C -2.123 0.905 0.549

---

No. 17
27
Properties=species:S:1:pos:R:3 method="wB97M-V/def2-TZVPD" orbital_gap_ev=8.0 lumo_ev=-0.039
H -0.171 -2.275 -0.809
H -1.299 1.624 0.220
N 1.876 0.608 0.225
H -2.804 1.493 -0.938
C -2.011 0.975 -0.409
H -3.595 -2.731 -1.809
C -3.299 -1.790 -1.355
C -1.013 -2.130 -0.135
H -0.446 0.000 2.290
H -1.119 -2.944 0.579
H -0.341 -1.118 0.743
H 3.131 2.329 0.153
C 2.767 -0.514 0.463
C 0.800 0.830 1.080
N 0.250 -0.290 1.611
C -2.169 -1.699 -0.722
H -4.015 -0.983 -1.395
H 1.712 2.348 -0.928
C 2.479 1.714 -0.485
H 3.002 -1.014 -0.481
H 3.708 -0.179 0.918
H 0.715 2.771 0.854
H -1.316 0.543 -1.124
H 3.087 1.314 -1.298
N 0.192 1.982 1.221
H -2.420 0.355 0.385
H 2.296 -1.219 1.142

---

No. 18
29
Properties=species:S:1:pos:R:3 method="wB97M-V/def2-TZVPD" orbital_gap_ev=5.7 lumo_ev=-5.068 charge=+1
C 1.209 1.394 3.371
N -0.442 -1.126 -1.538
S 0.222 -2.257 3.959
C -1.634 -1.762 -2.086
H 1.582 -0.900 -1.653
C 0.916 -1.706 -1.924
H -1.648 0.133 1.903
H 1.135 -1.901 -2.928
H 2.236 1.655 3.582
H -1.415 -2.724 -2.606
H 1.630 1.226 -0.627
N 1.036 0.108 2.674
N 1.142 0.031 1.331
H -1.954 1.083 0.378
N -0.529 -0.995 -0.124
H 0.842 2.189 2.732
C -0.035 0.221 0.401
H 0.586 2.276 0.149
H 0.831 1.313 4.364
C -1.226 0.907 1.244
H -0.769 1.849 1.748
C 0.575 1.300 -0.430
H 0.114 1.451 -1.498
H 1.686 -0.778 1.056
H 1.267 -2.624 -1.248
H -2.085 -0.900 -2.698
H -2.313 -1.967 -1.188
C 0.574 -0.872 3.328
H -0.365 -0.166 -1.975